{
  "formula": "C56H48ClGeN3NaO3S2",
  "method": "ωB97M-V with the def2-TZVPD basis set",
  "elements": ["Ge", "Cl", "S", "S", "Na", "O", "O", "O", "N", "N", "N", "C", "C", "C", "C", "C", "C", "C", "C", "C", "C", "C", "C", "C", "C", "C", "C", "C", "C", "C", "C", "C", "C", "C", "C", "C", "C", "C", "C", "C", "C", "C", "C", "C", "C", "C", "C", "C", "C", "C", "C", "C", "C", "C", "C", "C", "C", "C", "C", "C", "C", "C", "C", "C", "C", "C", "C", "H", "H", "H", "H", "H", "H", "H", "H", "H", "H", "H", "H", "H", "H", "H", "H", "H", "H", "H", "H", "H", "H", "H", "H", "H", "H", "H", "H", "H", "H", "H", "H", "H", "H", "H", "H", "H", "H", "H", "H", "H", "H", "H", "H", "H", "H", "H", "H"],
  "positions_angstrom": [[0.320, -0.754, -3.271], [-1.706, 4.096, 7.046], [-3.278, -3.378, 0.414], [-0.631, 2.489, -2.109], [-0.377, 0.650, 0.000], [1.388, 4.375, 2.055], [-0.167, 2.173, 1.470], [1.636, 0.837, 1.575], [-2.756, 0.963, -1.631], [-1.786, -1.239, 0.259], [0.807, -1.533, -0.336], [0.984, -3.654, -3.494], [-2.889, -1.920, 4.205], [1.361, 4.093, 4.453], [-0.778, 4.156, 5.555], [3.622, 1.365, -1.473], [1.232, -2.500, -5.567], [1.064, 1.958, 1.546], [3.342, -1.237, 1.920], [-3.300, 3.135, -2.456], [-1.535, 0.045, 5.084], [-1.435, 4.306, 4.345], [-0.980, 1.099, -5.227], [-2.715, 0.863, 5.628], [3.668, -3.850, 2.838], [4.453, -2.825, 3.346], [-0.445, 1.016, 4.632], [1.588, -1.940, 0.396], [-2.915, -2.522, 1.882], [0.191, 2.473, -6.821], [1.401, 0.996, -5.351], [0.964, -2.443, -4.199], [-2.297, -2.182, -0.543], [-0.684, 4.355, 3.184], [-1.636, -0.606, 2.625], [2.860, 3.974, 4.533], [3.132, -1.154, -2.492], [1.986, 3.173, 1.554], [-3.193, -3.305, -2.462], [2.571, -2.270, 1.416], [-0.962, -0.822, 6.211], [-2.266, -2.316, -1.954], [4.291, -1.524, 2.895], [1.392, 1.948, -6.369], [-1.906, -1.804, -4.322], [1.493, -3.708, -6.211], [2.715, -3.572, 1.865], [1.502, -4.895, -5.495], [0.594, 4.049, 5.617], [-4.060, 0.698, -1.567], [-0.998, 2.043, -6.242], [-2.895, -2.683, -4.752], [0.702, 4.260, 3.236], [-4.644, 2.841, -2.387], [-2.095, -1.424, 1.571], [0.217, 0.546, -4.765], [2.073, -0.240, -2.446], [4.402, -0.822, -2.031], [-3.329, -2.757, 3.182], [-5.053, 1.591, -1.927], [4.656, 0.443, -1.517], [-1.510, -1.598, -3.001], [2.352, 1.028, -1.930], [-2.347, 2.170, -2.058], [-2.023, -0.847, 3.934], [-3.504, -3.479, -3.781], [1.250, -4.861, -4.126], [3.205, 4.196, 5.543], [2.329, 2.287, -6.796], [0.758, -3.659, -2.431], [-3.119, -2.785, -5.806], [-0.173, -1.475, 5.829], [-3.160, 1.462, 4.830], [-1.944, 2.458, -6.568], [-2.381, 1.543, 6.420], [5.193, -3.042, 4.109], [-3.718, -3.932, -1.754], [-0.976, 0.220, 2.383], [1.688, -5.838, -5.995], [5.195, -1.560, -2.076], [1.246, -5.780, -3.552], [-6.097, 1.317, -1.855], [1.568, 1.770, -1.889], [-0.089, 1.586, 5.496], [2.084, -4.351, 1.458], [5.645, 0.704, -1.157], [0.405, 0.492, 4.186], [-3.230, -2.102, 5.217], [4.895, -0.724, 3.302], [-3.994, -3.585, 3.407], [1.679, -3.718, -7.280], [3.164, -0.228, 1.566], [-0.809, 1.726, 3.887], [1.080, 3.925, 6.577], [-1.147, 4.418, 2.209], [3.342, 4.662, 3.837], [3.788, -4.863, 3.200], [-4.231, -4.236, -4.060], [-2.515, 4.349, 4.309], [-4.309, -0.301, -1.216], [0.179, 3.221, -7.606], [2.252, 3.398, 0.521], [-1.726, -1.452, 6.671], [-3.493, 0.211, 6.035], [-5.378, 3.583, -2.687], [-2.947, 4.096, -2.806], [3.799, 2.359, -1.076], [2.356, 0.607, -5.015], [2.894, 2.925, 2.104], [1.231, -1.584, -6.149], [-1.367, -1.298, -5.110], [2.975, -2.147, -2.888], [-1.915, 0.819, -4.755], [3.191, 2.965, 4.278], [-0.533, -0.184, 6.992]],
  "forces_ev_per_angstrom": [[0.0, -0.7, -0.6], [0.1, 0.1, -0.1], [0.0, 0.0, 0.1], [-0.5, 0.1, 0.0], [-0.6, -0.6, -0.8], [0.1, 0.0, 0.0], [0.5, 0.2, 0.4], [-0.5, 0.7, -0.2], [-0.1, 0.2, 0.1], [-0.1, -0.2, 0.0], [0.2, -0.5, -0.3], [-0.1, 0.0, 0.0], [0.0, 0.0, -0.1], [0.0, 0.1, 0.1], [-0.1, 0.2, 0.1], [0.0, 0.0, 0.0], [0.1, 0.0, 0.1], [-0.2, 0.0, 0.3], [0.6, 0.1, 0.2], [0.1, 0.1, 0.0], [-0.1, -0.1, -0.2], [0.0, 0.1, 0.0], [0.0, 0.1, 0.1], [0.0, 0.0, 0.1], [-0.2, 0.0, -0.2], [0.1, 0.0, 0.1], [0.1, -0.1, 0.0], [0.3, 0.1, 0.9], [-0.1, 0.0, 0.0], [0.0, -0.1, 0.1], [-0.1, 0.0, -0.1], [0.0, 0.0, -0.1], [0.1, 0.4, 0.4], [-0.1, 0.1, 0.1], [0.0, 0.0, -0.1], [0.0, 0.0, 0.0], [0.0, 0.1, 0.1], [0.0, 0.2, 0.1], [0.2, 0.2, 0.0], [-0.6, 0.0, -0.7], [0.0, 0.0, 0.0], [0.0, -0.1, -0.6], [-0.2, 0.0, -0.2], [0.0, 0.0, 0.1], [-0.1, -0.1, 0.1], [0.0, 0.0, 0.0], [0.2, -0.3, 0.2], [0.0, 0.1, 0.1], [0.1, 0.1, 0.0], [0.2, -0.1, 0.0], [0.0, 0.0, 0.0], [0.0, 0.0, 0.1], [0.0, -0.1, -0.1], [0.0, 0.0, 0.0], [0.2, 0.2, 0.0], [-0.1, 0.2, 0.0], [0.0, 0.2, 0.3], [-0.1, 0.0, 0.0], [0.0, 0.0, 0.1], [0.0, 0.0, 0.0], [-0.1, 0.0, 0.0], [-0.1, 0.0, 0.6], [0.1, -0.1, -0.1], [0.2, 0.0, 0.0], [0.1, 0.0, 0.0], [0.0, 0.0, -0.1], [0.0, 0.1, 0.0], [0.0, 0.0, 0.0], [0.0, 0.0, 0.0], [0.0, 0.0, 0.0], [0.0, 0.0, 0.0], [0.0, 0.0, 0.0], [0.0, 0.0, 0.0], [0.0, 0.0, 0.0], [0.0, -0.1, -0.1], [0.0, 0.0, 0.0], [0.0, 0.0, 0.0], [-0.1, -0.1, 0.1], [0.0, 0.0, 0.0], [0.0, 0.0, 0.0], [0.0, 0.0, 0.0], [0.0, 0.0, 0.0], [0.0, 0.0, 0.0], [0.0, -0.1, -0.1], [0.0, 0.0, 0.0], [0.0, 0.0, 0.0], [0.0, 0.0, 0.0], [0.0, 0.0, 0.0], [0.0, 0.0, 0.0], [0.0, 0.0, 0.0], [0.0, 0.0, 0.0], [0.1, -0.2, 0.1], [0.0, -0.1, 0.1], [0.0, 0.0, 0.0], [0.0, 0.0, 0.0], [0.0, 0.0, 0.0], [0.0, 0.0, 0.0], [0.0, 0.0, 0.0], [0.0, 0.0, 0.0], [0.0, 0.0, 0.0], [0.0, 0.0, 0.0], [0.0, 0.0, 0.0], [0.0, 0.0, 0.0], [0.0, 0.0, 0.0], [0.0, 0.0, 0.0], [0.0, 0.0, 0.0], [0.0, 0.0, 0.0], [0.0, 0.0, 0.1], [0.1, 0.0, 0.0], [0.0, 0.0, 0.0], [0.1, 0.0, 0.0], [0.0, 0.0, 0.0], [0.0, 0.0, 0.0], [0.0, 0.0, 0.0], [0.0, 0.0, 0.0]],
  "total_charge": -2,
  "total_energy_ha": -6048.64805,
  "de_lowest_kj_mol": 97.71,
  "spin_multiplicity": 2,
  "homo_ev": [0.3597, -1.9796],
  "s_squared": 0.780
}

***

{
  "formula": "C3H12NO3S",
  "method": "ωB97M-V with the def2-TZVPD basis set",
  "elements": ["S", "O", "O", "O", "N", "C", "C", "C", "H", "H", "H", "H", "H", "H", "H", "H", "H", "H", "H", "H"],
  "positions_angstrom": [[0.319, -3.013, 1.599], [1.209, 1.075, -1.057], [-1.023, 2.192, -1.164], [-3.337, 1.217, -0.824], [-0.363, -0.944, -0.394], [1.386, -1.582, 1.304], [0.441, -0.436, 0.712], [1.442, 0.752, 0.249], [2.167, -1.694, 0.534], [0.205, 1.569, -1.103], [2.485, 0.496, 0.510], [-1.161, -0.298, -0.392], [0.084, -0.687, -1.266], [-2.354, 1.647, -0.977], [-0.239, -0.064, 1.491], [-0.183, -3.039, 0.351], [-3.163, 0.314, -0.536], [1.247, 1.671, 0.875], [-1.063, 2.163, -2.131], [1.902, -1.339, 2.219]],
  "forces_ev_per_angstrom": [[0.6, -0.7, 0.2], [0.1, 0.3, -0.9], [0.3, -0.3, -0.6], [0.9, 0.2, -0.2], [-0.6, 0.7, 0.5], [-1.5, 0.8, -1.6], [2.2, 0.2, 0.7], [-1.5, 0.7, 1.3], [-0.3, -0.6, 0.2], [0.6, -0.1, 0.2], [-0.1, -0.2, -0.6], [0.1, -0.5, -0.2], [0.4, 0.1, 0.0], [-1.0, -0.5, 0.5], [0.2, -0.2, -0.1], [0.0, 0.1, 0.2], [-0.1, 0.2, -0.1], [-0.1, -0.7, 0.0], [0.0, 0.2, 0.1], [-0.1, 0.3, 0.4]],
  "total_charge": -1,
  "total_energy_ha": -800.18622,
  "de_lowest_kj_mol": 35.91,
  "homo_ev": -5.1157
}